[1]
The following is a quantum chemistry calculation of C2Cl2F4OS in the gas phase, from OMol25.

Net charge ... 0
LUMO ... -0.22 eV
HOMO level ... -10.294 eV
Gap between HOMO and LUMO ... 10.08 eV
Multiplicity ... 1
Total energy ... -50870.0378 eV

Element x y z (Å)
1 C -0.05 -0.02 -1.02
2 C 0.20 -0.73 0.36
3 O -1.24 1.45 1.27
4 F 0.38 -0.64 -2.12
5 F -1.34 0.25 -1.14
6 F 0.65 1.11 -0.97
7 F 1.33 -0.27 0.94
8 S -1.18 0.13 1.72
9 Cl 0.19 -2.54 0.40
10 Cl 0.17 0.16 3.27

=====

[2]
The following is a quantum chemistry calculation of C3H3NO2S in the gas phase, from OMol25.

Net charge ... 0
LUMO (alpha / beta) ... -0.68 / -0.68 eV
HOMO level (alpha / beta) ... -9.332 / -9.333 eV
Energy above the lowest of the compared OMol25 structures with the same formula, charge and spin ... 94.9 kcal/mol
Gap between HOMO and LUMO (alpha / beta) ... 8.65 / 8.65 eV
Multiplicity ... 1
Total energy ... -19576.6597 eV

Element x y z (Å)
1 C 2.14 0.58 0.47
2 C 0.76 0.55 0.15
3 C -0.89 -1.16 0.23
4 N 3.23 0.63 0.74
5 O -2.05 1.18 0.17
6 O 0.34 -0.78 -0.17
7 S -2.36 -0.25 0.23
8 H -0.06 0.94 0.88
9 H 0.81 1.26 -0.74
10 H -1.00 -2.27 0.29